This record from the Open Molecules 2025 dataset describes a cluster of 3 separate species, C24H44F5NO9 in total in a non-equilibrium geometry. The level of theory is wB97M-V/def2-TZVPD.

The geometry in XYZ format:
```
83
Properties=species:S:1:pos:R:3
H -3.80910 -3.81498 -4.95670
C -4.62913 1.89450 1.52376
H 5.61256 3.79348 4.62530
H -0.39165 -4.35193 -1.49535
H 1.81456 4.93279 2.26457
C 5.99234 1.67503 1.07371
H -2.59920 -7.53813 -4.93504
H 0.72785 3.14572 2.88467
O -3.80648 -6.09939 -4.17327
O -3.59482 0.06645 -1.10321
H -0.28078 -5.62724 -2.71700
C -0.53427 -4.57898 -2.55882
H -5.31526 -5.73639 -5.58908
C -1.80724 -5.65174 -5.56613
H 0.56288 1.44083 3.66932
H -1.60430 -0.52168 -0.87578
H -3.59412 -6.73693 -6.15019
H -2.85873 -2.49643 -5.52805
F 6.90344 2.32736 0.05959
H -4.69971 2.05248 2.60746
H -5.52802 -1.14663 1.98959
C 2.67695 1.76454 2.88058
C -2.59058 -0.67353 -0.41918
C -2.16859 -3.20938 -3.64628
O 2.73174 2.91031 4.94076
H -2.88950 -2.62308 -3.06530
F 7.97512 0.85220 2.36090
C -2.52206 -0.37486 1.08582
H -3.31060 0.42489 -3.10684
H -2.04585 1.12102 -2.05257
H -2.84370 -1.72988 -0.54034
H 0.14536 -3.96799 -3.16272
C -2.78036 -3.47286 -5.03319
H 2.25850 0.32032 4.65928
C 6.77131 1.75819 2.50154
F 6.03285 1.23639 3.67401
H 3.80992 4.60838 0.96126
H -3.06451 2.13868 0.01791
C -2.99698 -6.56843 -5.24503
F 7.37787 3.11072 2.79653
C 3.82403 4.00616 3.14750
H -1.69671 -0.97531 1.48939
C 3.25601 1.56269 1.37324
H 3.15470 6.18347 2.82071
C -5.76326 -0.10280 2.19750
H -5.17303 2.71855 1.04824
H 3.88454 -0.14916 3.64168
O -2.06764 -4.30209 -5.94832
C -3.15580 1.98668 1.09019
C 1.04979 2.03075 2.75268
H -2.76154 2.91320 1.52674
C 4.38624 2.75174 -0.67718
O -1.90128 -4.39134 -2.89430
C -3.11149 0.90057 -2.14402
O 4.85777 3.99483 -1.33976
C -5.16246 -5.86005 -4.51488
H -3.40286 -0.74818 1.60404
N 3.41304 2.71301 3.77545
H 5.56146 4.48316 1.63549
C 4.56233 2.46048 0.96525
H -5.48452 -4.94227 -4.01689
C 4.98155 4.66494 4.16115
H -1.27114 -2.58755 -3.75702
O 3.84783 1.82853 -1.52260
H 0.56861 1.52915 1.78706
H -1.06977 -5.66540 -4.76633
F 5.93586 0.23176 0.65782
H 2.38013 1.88115 0.62693
H 2.17443 -0.46276 2.91549
H 4.38369 5.24881 5.00419
H 3.43861 0.40832 1.19286
C 4.50085 3.93574 1.66678
C 2.62389 5.16755 3.10574
H -5.31871 0.16211 3.16296
H -6.85428 -0.00497 2.25190
H -3.65930 1.84539 -2.10841
C 2.79134 0.26535 3.61842
O -2.25550 0.96221 1.50610
H 2.11928 5.32988 4.16645
O -5.27908 0.68984 1.12336
H 5.62691 5.46590 3.58497
H -5.77649 -6.68426 -4.14530
H -1.28578 -6.09960 -6.42177
```

Properties
orbital gap (spin up / spin down)	6.6 / 6.4	eV
multiplicity	2
LUMO energy (spin up / spin down)	2.10 / 1.94	eV
expectation value of S²	0.755
total charge	-1